1.
A structure of composition C18H28N4O3S2TaTl in a non-equilibrium geometry, computed with wB97M-V/def2-TZVPD.

Atoms and positions in Å:
N -1.748 -0.984 -0.407
C -2.860 -1.198 0.013
O -3.896 -1.181 0.604
Tl -2.404 1.607 1.427
Ta 0.087 -0.371 -0.376
N 0.317 1.395 -1.260
N 0.904 -1.791 -1.408
C -0.296 2.191 -2.358
C 0.268 -2.769 -2.318
C 0.001 3.701 -2.211
C 0.264 1.732 -3.716
C -1.808 2.000 -2.339
C -0.423 -3.819 -1.450
C 1.300 -3.426 -3.234
C -0.761 -2.035 -3.170
H -0.320 4.069 -1.227
H -0.560 4.274 -2.973
H 1.062 3.944 -2.360
H 1.357 1.825 -3.758
H -0.166 2.338 -4.536
H -0.004 0.685 -3.908
H -2.089 0.938 -2.391
H -2.255 2.509 -3.217
H -2.251 2.444 -1.431
H 0.298 -4.282 -0.764
H -0.849 -4.597 -2.104
H -1.232 -3.373 -0.858
H 2.002 -4.058 -2.679
H 1.847 -2.670 -3.809
H 0.770 -4.074 -3.947
H -1.294 -2.773 -3.794
H -0.259 -1.314 -3.833
H -1.515 -1.517 -2.558
C 1.730 1.736 -0.964
H 2.174 1.043 -0.231
H 2.345 1.748 -1.878
H 1.805 2.737 -0.515
C 2.280 -2.079 -0.948
H 2.606 -1.371 -0.169
H 2.338 -3.099 -0.537
H 2.977 -1.984 -1.794
O 0.970 3.514 3.553
S 1.460 2.242 4.002
O 2.779 2.224 4.568
N 1.273 1.147 2.719
C 0.525 0.141 3.086
S 0.289 -1.101 1.818
C -0.155 0.240 4.374
C -1.119 -0.622 4.911
C -1.603 -0.402 6.206
C -1.130 0.717 6.916
C -0.192 1.615 6.349
C 0.288 1.377 5.055
H -1.433 -1.480 4.318
H -2.326 -1.103 6.651
H -1.516 0.867 7.929
H 0.152 2.468 6.929

Cartesian forces, eV/Å:
-0.76 0.13 -0.53
-2.57 0.97 2.45
2.51 -0.55 -1.98
-0.01 0.31 0.31
0.95 -0.21 -2.44
-0.02 -0.29 0.92
0.06 0.89 1.21
0.03 0.55 -0.74
-0.39 -0.34 -0.28
-0.03 0.10 0.12
-0.13 -0.21 -0.21
-0.27 -0.09 -0.22
-0.04 -0.37 -0.08
0.01 -0.06 -0.14
-0.15 -0.02 -0.49
0.14 -0.03 -0.14
0.22 -0.43 0.34
-0.31 -0.13 0.10
-0.30 0.03 -0.05
0.26 -0.23 0.46
0.10 0.28 0.03
0.05 0.20 -0.05
0.18 -0.30 0.58
0.08 -0.02 -0.21
-0.21 -0.03 -0.16
0.14 0.20 0.37
0.20 -0.22 -0.19
-0.10 0.15 -0.16
-0.03 -0.19 0.08
0.17 0.20 0.21
0.19 0.39 0.20
-0.25 -0.29 0.17
0.28 -0.22 -0.42
-0.15 0.60 -0.40
0.09 -0.14 0.16
-0.17 -0.32 0.33
-0.07 -0.43 0.16
0.23 -0.07 -0.46
-0.06 -0.12 -0.05
-0.01 0.38 0.02
-0.15 -0.01 0.36
-0.56 -0.69 -0.15
0.72 1.14 1.07
-0.95 -0.72 -0.61
-0.20 -1.25 0.47
0.96 2.14 -1.73
0.13 -0.31 1.88
-0.45 -0.44 0.48
0.33 -0.13 -0.05
0.26 0.38 -0.24
0.04 -0.24 -0.37
-0.02 -0.14 -0.17
-0.64 -0.43 0.78
0.00 0.07 0.24
0.44 0.51 -0.23
0.33 0.17 -0.40
-0.06 -0.13 -0.15

The calculation puts the maximum force at 0.07153 Eh/bohr. The value obtained for the gap between HOMO and LUMO is 7.37 eV. As for the HOMO energy: -15.3 eV. Its total charge is +2. The calculation puts the LUMO energy at -7.890 eV.

---

2.
A structure of composition C8H24O8PS4Tl in a non-equilibrium geometry, computed with wB97M-V/def2-TZVPD.

Atoms and positions in Å:
Tl 1.050 -0.026 -2.807
P -0.590 -3.885 -5.521
O -1.728 -3.003 -4.870
O 0.308 -4.249 -4.268
O 0.272 -2.813 -6.267
O -1.110 -5.047 -6.421
C -2.929 -4.328 0.980
S -1.666 -3.759 2.210
O -0.930 -2.577 1.599
C -2.929 -3.006 3.342
H -3.462 -3.430 0.666
H -3.676 -4.956 1.466
H -2.377 -4.675 0.106
H -3.673 -3.792 3.478
H -3.387 -2.185 2.791
H -2.510 -2.642 4.280
C 1.148 1.838 4.625
S 0.713 3.246 3.570
O 0.467 2.805 2.140
C -1.019 3.559 4.223
H 0.304 1.174 4.810
H 1.392 2.150 5.640
H 2.073 1.494 4.160
H -1.035 4.193 5.110
H -1.685 2.710 4.378
H -1.538 4.207 3.517
C 5.724 -4.348 -0.674
S 5.629 -3.166 0.718
O 4.675 -2.028 0.472
C 5.032 -4.295 2.066
H 6.045 -3.813 -1.567
H 4.729 -4.722 -0.919
H 6.412 -5.169 -0.475
H 5.621 -5.210 2.004
H 3.967 -4.519 2.006
H 5.056 -3.779 3.026
C -2.319 7.240 -5.336
S -1.600 6.252 -3.939
O -1.969 4.759 -4.163
C -2.658 6.833 -2.562
H -1.638 7.048 -6.165
H -2.366 8.318 -5.181
H -3.329 6.941 -5.617
H -2.374 6.239 -1.693
H -3.707 6.576 -2.709
H -2.414 7.842 -2.231

Cartesian forces, eV/Å:
-0.22 -0.43 -0.11
-0.50 -0.68 0.31
1.03 -0.65 -1.19
-0.70 0.15 -1.93
-0.77 -0.73 0.96
1.13 2.32 2.16
0.38 1.33 0.40
-0.32 1.56 -0.27
-0.71 -1.30 0.43
0.16 -0.50 -0.80
0.07 0.19 -0.01
0.46 -0.54 -0.29
-0.24 -0.57 0.26
-0.03 0.10 0.42
0.11 0.03 -0.03
0.14 -0.27 -0.17
-0.23 0.44 0.30
-2.06 0.27 -0.72
0.57 -0.02 1.53
0.08 0.76 0.00
0.30 -0.51 -0.89
0.23 0.68 -0.11
-0.37 -0.74 0.06
0.52 -0.31 0.38
0.57 -0.41 -0.07
0.40 -0.16 -0.55
-1.14 0.24 -0.19
0.90 0.42 0.84
0.05 -1.32 -0.18
-0.87 0.44 -0.68
0.25 0.23 0.27
-0.06 -0.22 0.17
-0.02 0.19 0.28
0.07 0.17 0.27
-0.07 -0.21 -0.72
0.85 0.10 -0.13
0.06 -0.34 0.05
-1.25 -1.60 -0.30
0.52 2.79 0.29
0.39 -0.74 0.41
-0.10 -0.05 -0.02
0.38 -0.04 0.51
0.08 -0.46 0.25
0.31 -0.35 -0.16
0.00 0.51 -0.39
-0.34 0.24 -0.62

The calculation puts the maximum force at 0.06538 Eh/bohr. The value obtained for the gap between HOMO and LUMO is 5.65 eV. As for the HOMO energy: -8.2 eV. Its total charge is 0. The calculation puts the LUMO energy at -2.592 eV.

---

3.
A structure of composition C20H30LiN7O2S, computed with wB97M-V/def2-TZVPD.

Atoms and positions in Å:
Li -0.146 0.295 -0.574
O 3.981 1.571 -1.233
C 4.452 1.179 -0.028
C 5.786 1.448 0.269
C 6.311 1.081 1.494
C 5.520 0.437 2.444
C 4.202 0.152 2.140
C 3.647 0.509 0.910
C 2.235 0.168 0.590
O 1.707 0.685 -0.456
N 1.629 -0.698 1.403
N 0.368 -0.888 0.934
C -0.374 -1.781 1.452
C -1.688 -2.002 0.802
C -2.532 -3.028 1.207
C -3.710 -3.242 0.513
C -4.015 -2.431 -0.568
C -3.121 -1.421 -0.898
N -1.990 -1.199 -0.233
H 3.007 1.371 -1.200
H 6.387 1.958 -0.474
H 7.348 1.303 1.715
H 5.933 0.162 3.406
H 3.568 -0.364 2.848
H -0.057 -2.398 2.291
H -2.256 -3.649 2.050
H -4.381 -4.038 0.810
H -4.920 -2.570 -1.143
H -3.309 -0.762 -1.740
C 1.005 -3.705 -2.059
N 0.320 -2.445 -2.299
C 0.776 -1.278 -2.785
S -0.349 -0.054 -3.196
N 2.087 -1.051 -2.929
C 3.212 -1.702 -2.268
H 0.265 -4.396 -1.661
H 1.796 -3.614 -1.321
H 1.412 -4.133 -2.977
H -0.686 -2.461 -2.268
H 2.261 -0.112 -3.250
H 3.381 -2.711 -2.633
H 3.087 -1.713 -1.184
H 4.092 -1.103 -2.489
C -4.239 2.495 -0.130
C -3.248 2.687 1.023
C -3.892 2.244 2.331
C -2.822 4.147 1.116
N -2.045 1.844 0.877
N -1.284 2.032 -0.313
H -5.142 3.086 0.036
H -4.533 1.445 -0.213
H -3.823 2.815 -1.088
H -4.762 2.861 2.559
H -3.175 2.324 3.149
H -4.225 1.203 2.266
H -3.677 4.773 1.376
H -2.427 4.513 0.166
H -2.055 4.269 1.883
H -2.317 0.867 0.881
H -0.699 2.849 -0.197
H -1.873 2.178 -1.130

Cartesian forces, eV/Å:
-0.29 0.15 -0.36
-0.16 -0.12 0.09
-0.08 0.02 -0.08
0.06 -0.01 0.09
0.01 0.01 -0.02
-0.04 0.01 -0.05
0.08 -0.04 0.03
-0.04 -0.04 0.00
0.15 0.12 -0.09
0.37 0.00 0.25
-0.23 0.07 -0.17
0.27 -0.11 0.12
-0.35 -0.05 -0.13
0.34 0.13 0.08
-0.07 -0.09 0.04
-0.02 -0.04 0.04
0.00 0.03 -0.02
0.08 0.05 0.10
-0.12 -0.12 0.01
0.07 0.05 0.02
-0.02 -0.01 0.01
-0.02 0.00 0.00
-0.01 -0.01 -0.02
0.00 0.02 -0.02
-0.01 -0.03 0.00
0.00 0.00 -0.01
0.00 0.00 0.00
0.01 0.00 0.00
0.01 -0.01 0.01
-0.07 0.01 -0.01
-0.08 0.05 -0.01
-0.10 0.07 0.11
0.20 -0.26 0.01
0.05 0.05 -0.19
-0.03 0.12 0.06
0.00 -0.02 -0.03
0.00 0.02 0.05
0.02 0.03 -0.02
0.00 -0.01 0.07
0.01 0.00 0.02
0.01 0.00 -0.03
-0.03 -0.03 0.01
0.03 -0.01 0.01
-0.05 0.00 -0.01
0.02 -0.11 -0.06
-0.02 -0.02 0.04
0.03 0.05 0.02
0.01 0.14 -0.07
-0.07 -0.13 0.09
0.01 0.00 0.00
0.01 0.02 0.01
-0.01 0.00 0.01
0.00 -0.02 0.00
-0.02 0.01 -0.02
0.02 0.03 0.00
0.01 0.00 -0.01
0.01 -0.02 0.02
-0.02 0.00 -0.01
0.00 0.00 0.05
0.06 -0.03 0.02
0.02 0.02 -0.02

The calculation puts the maximum force at 0.00947 Eh/bohr. The value obtained for the gap between HOMO and LUMO is 7.61 eV. As for the HOMO energy: -7.7 eV. Its total charge is 0. The calculation puts the LUMO energy at -0.048 eV.

---

4.
A structure of composition C12H27CsNO2 in a non-equilibrium geometry, computed with wB97M-V/def2-TZVPD.

Atoms and positions in Å:
Cs -3.572 22.355 20.910
C -3.551 26.603 18.647
C -4.532 25.838 19.428
C -5.201 24.717 18.554
O -3.866 25.255 20.470
H -3.948 27.318 17.926
H -2.872 25.975 18.069
H -2.907 27.123 19.357
H -5.215 26.513 19.944
H -4.419 24.114 18.091
H -5.732 25.210 17.740
H -5.921 24.167 19.160
H -3.311 25.846 20.983
C -0.151 19.538 17.783
C -0.908 20.051 18.991
C -0.304 19.504 20.343
C 1.020 20.205 20.794
C 0.751 21.664 21.009
C 0.175 22.464 19.717
N -0.932 21.562 19.200
O -1.591 22.193 18.181
C -0.330 23.878 20.134
C 1.416 22.684 18.803
C -2.308 19.498 18.921
H -0.508 19.952 16.840
H 0.872 19.881 17.935
H -0.109 18.452 17.873
H -1.032 19.509 21.155
H -0.139 18.430 20.263
H 1.470 19.833 21.714
H 1.858 19.971 20.137
H 1.742 22.089 21.163
H 0.033 21.687 21.829
H 0.547 24.504 20.298
H -0.987 23.866 21.004
H -0.862 24.265 19.265
H 1.924 21.748 18.572
H 2.166 23.309 19.288
H 1.107 23.046 17.822
H -2.363 18.410 18.945
H -3.031 19.826 19.668
H -2.714 19.728 17.936
H -0.937 22.146 17.480

Cartesian forces, eV/Å:
-0.55 0.27 0.23
1.24 1.09 -1.02
-1.54 0.22 -1.39
0.15 1.66 1.00
1.57 -3.11 2.38
-0.23 0.06 0.24
-0.04 -0.39 -0.01
0.01 0.50 -0.14
-0.83 0.09 -0.85
0.01 -0.26 0.17
-0.12 -0.12 0.05
0.04 -0.28 -0.19
-0.20 0.52 -0.21
1.49 1.51 0.41
-0.29 -1.16 3.82
1.46 -0.27 0.14
-0.65 -0.96 -0.68
0.06 0.63 -1.66
1.10 -1.28 3.68
1.91 0.66 -2.53
-0.70 -0.35 0.78
-0.36 -0.99 -1.11
-0.69 -1.44 -1.35
-1.51 0.29 -1.16
-0.20 -0.51 -0.06
0.27 -0.17 -0.43
-0.41 0.10 -0.38
-0.29 0.63 -0.01
0.11 -0.04 -0.52
-0.73 -0.34 0.34
-0.20 0.33 -0.68
-0.45 0.62 0.84
0.28 0.75 0.26
-0.20 -0.11 0.24
0.21 0.05 0.05
-0.11 0.43 0.20
-0.05 -0.17 0.24
-0.51 0.25 0.02
0.16 0.63 0.05
0.65 0.00 0.24
0.29 0.12 0.14
-0.31 0.19 0.00
0.17 0.38 -1.15

The calculation puts the maximum force at 0.08203 Eh/bohr. The value obtained for the gap between HOMO and LUMO (spin up / spin down) is 10.53 / 5.61 eV. As for the HOMO energy (spin up / spin down): -16.2 / -16.2 eV. Its total charge is +2. The calculation puts the LUMO energy (spin up / spin down) at -5.704 / -10.627 eV. As for the multiplicity: 2.